[1]
106
Properties=species:S:1:pos:R:3:forces:R:3 method="wB97M-V/def2-TZVPD" smiles=CC(C)O.CC(C)O.CC(C)O.CC(C)O.CC(C)O.CC(C)O.CC(C)O.CC(C)O.OCCO e_lumo_ev=0.29 homo_energy_ha=-0.353 de_lowest_kcal_mol=31.9 orbital_gap_ev=9.881
C -1.15834 0.92912 -0.15462 -0.372 0.666 0.448
C -0.15449 0.02942 0.51010 -0.290 -2.551 -1.485
C -0.69873 -1.35994 0.90076 -0.601 0.965 0.947
O 0.75691 -0.37573 -0.53236 1.762 1.094 0.179
H -1.79778 1.42003 0.57901 -0.193 -0.007 -0.033
H -1.77436 0.37984 -0.86659 -0.059 -0.189 0.089
H -0.65433 1.70682 -0.72846 0.156 0.106 0.108
H 0.36816 0.45291 1.36777 0.266 0.245 -0.366
H -0.99612 -1.95587 0.03790 -0.127 0.308 -0.172
H -1.56433 -1.18779 1.54045 -0.103 -0.521 0.290
H 0.08095 -1.92199 1.41486 -0.136 0.097 0.169
H 0.23132 -0.65959 -1.28387 -0.432 -0.229 -0.355
C -6.45802 -2.94321 2.64402 -0.618 0.252 -0.744
C -5.05935 -3.45457 3.01800 -2.607 -0.638 -1.652
C -3.93671 -2.59043 2.54546 0.104 -0.220 -0.299
O -5.02210 -3.54708 4.35949 1.240 0.283 3.980
H -6.63135 -1.96993 3.10311 0.075 0.205 -0.225
H -7.31162 -3.55695 2.93180 0.363 -0.562 0.943
H -6.71832 -2.93503 1.58558 0.758 0.593 -0.413
H -5.00320 -4.48251 2.65981 0.460 -0.124 -0.852
H -3.00214 -3.07825 2.82242 0.137 0.180 -0.172
H -3.97235 -1.60223 3.00403 -0.090 0.000 0.031
H -4.02953 -2.49399 1.46371 0.326 0.053 0.017
H -5.82890 -3.79683 4.81590 -0.145 -0.058 -0.565
C 6.13041 -0.99558 0.82632 -0.471 1.185 1.149
C 4.93958 -0.63531 1.77890 0.310 -1.668 -0.436
C 3.62922 -1.08659 1.17081 -0.479 0.032 -0.947
O 5.06340 -1.40733 2.98444 -0.008 -0.814 0.448
H 7.00339 -0.75732 1.43398 0.466 0.116 -0.458
H 6.08277 -0.37412 -0.06788 0.226 0.094 0.035
H 6.22480 -2.04133 0.53373 -0.562 -0.064 0.235
H 4.94686 0.36576 2.21008 -0.020 0.574 -1.285
H 2.73917 -0.63569 1.60967 0.090 -0.094 0.076
H 3.53069 -2.17199 1.15351 0.197 -0.178 0.889
H 3.57584 -0.96362 0.08908 0.172 0.935 -0.048
H 5.86998 -1.13774 3.42980 0.076 0.016 0.137
C 0.38501 3.75966 -3.69100 0.235 -2.043 -0.298
C -0.04124 4.88784 -2.85097 2.091 1.432 -0.612
C 0.79337 6.09000 -3.26922 0.643 0.823 0.642
O -1.34962 5.21252 -3.11472 -1.806 0.090 0.208
H -0.14957 2.84959 -3.41877 -0.297 -0.239 0.001
H 1.42924 3.48905 -3.53453 0.146 0.228 -0.161
H 0.16612 3.94643 -4.74233 0.211 0.139 -0.025
H 0.14406 4.70386 -1.79270 -0.071 -0.156 0.229
H 1.85710 5.86328 -3.34116 0.043 -0.296 0.222
H 0.71160 6.87319 -2.51555 -0.101 0.203 -0.074
H 0.55199 6.52896 -4.23728 -0.523 -0.289 -0.019
H -1.83577 4.40269 -2.94317 -0.552 0.055 -0.065
C -2.37770 -1.82179 -4.51584 -0.773 -0.084 -1.073
C -2.00817 -1.96595 -3.07938 -0.763 -0.342 0.076
C -2.24382 -3.38695 -2.55282 1.333 -0.490 -0.229
O -0.69590 -1.45465 -2.88646 0.370 0.185 0.803
H -3.42791 -2.07353 -4.66340 -0.211 0.182 0.191
H -1.87725 -2.49271 -5.21406 0.556 -0.008 0.167
H -2.23272 -0.78604 -4.82292 0.044 -0.058 -0.139
H -2.68979 -1.28470 -2.57008 0.356 0.019 0.391
H -1.58317 -3.65361 -1.72787 -0.394 0.588 0.754
H -1.83007 -4.11381 -3.25182 -0.371 -0.048 -0.715
H -3.28069 -3.65496 -2.34991 0.139 0.319 0.015
H -0.02811 -2.05429 -3.22714 -0.083 -0.254 -0.212
C 2.07344 -3.14752 3.60967 -0.453 -0.828 0.112
C 1.83870 -2.12503 4.74051 1.438 -0.340 0.166
C 2.25504 -2.67535 6.16346 0.552 0.573 -0.613
O 2.54206 -0.92872 4.31334 -1.307 -0.141 1.190
H 1.73838 -2.79545 2.63404 -0.067 0.345 0.175
H 1.59169 -4.11702 3.73658 -0.467 0.042 0.416
H 3.11000 -3.45518 3.47185 0.342 0.561 0.313
H 0.78589 -1.88081 4.88206 -0.057 0.239 -0.588
H 3.32851 -2.82753 6.27576 0.165 -0.507 -0.592
H 1.71135 -3.59422 6.38293 0.076 -0.069 -0.096
H 2.10807 -1.99796 7.00467 -0.720 0.424 -0.316
H 3.34877 -1.16864 3.85155 0.471 -0.358 -0.010
C 2.91890 4.74033 -0.35024 -0.668 -0.470 0.292
C 3.51307 4.08679 0.93719 -1.585 1.079 -1.963
C 2.42855 3.60818 1.88863 0.016 0.757 0.458
O 4.22695 2.97018 0.50356 1.726 -0.118 0.664
H 3.65646 4.90771 -1.13517 0.298 -0.064 0.246
H 2.40079 5.68453 -0.18248 -0.027 0.038 0.227
H 2.19744 4.02306 -0.74155 -0.176 0.051 -0.259
H 4.12036 4.91769 1.29621 0.637 -0.781 0.835
H 1.73325 2.90109 1.43622 0.260 -0.185 -0.338
H 1.79975 4.43514 2.21856 0.080 0.149 0.204
H 2.89319 3.13710 2.75481 -0.108 -0.018 0.054
H 3.61105 2.41005 0.02550 -0.693 -0.536 -0.212
C -4.60188 -0.79301 -0.76902 -0.212 -0.402 0.222
C -5.85077 -1.39069 -1.48166 -0.119 2.293 -0.067
C -6.79017 -0.22296 -1.89920 -0.401 -0.559 -0.834
O -5.39602 -2.04588 -2.66192 -0.037 -0.301 -0.007
H -4.76607 -0.17638 0.11468 -0.646 -0.311 0.212
H -4.08319 -0.08203 -1.41211 -0.192 -0.205 -0.558
H -3.87373 -1.55419 -0.48883 -0.041 -0.130 -0.082
H -6.51698 -2.08193 -0.96546 0.661 -0.080 0.836
H -7.10102 0.49817 -1.14327 0.492 -0.126 0.253
H -7.72161 -0.63094 -2.29170 -0.171 -0.291 0.117
H -6.40319 0.28665 -2.78161 0.476 0.252 0.246
H -5.77258 -2.92830 -2.62818 0.102 -0.064 -0.313
O 2.69062 1.44585 -1.17403 0.880 0.752 -0.936
C 3.44543 0.95992 -2.29742 -0.185 1.210 -0.312
C 4.50138 2.00429 -2.80159 0.819 -1.706 2.186
O 5.55833 2.07493 -1.80645 -0.164 -0.295 -1.124
H 1.95792 0.84042 -1.03914 -0.631 -0.626 0.446
H 3.89801 0.01778 -1.98816 0.632 0.107 -0.215
H 2.79751 0.72656 -3.14231 -0.411 0.064 -0.068
H 4.19264 3.03288 -2.98806 -0.729 -0.270 -0.273
H 4.96135 1.53292 -3.67012 -0.024 0.360 -0.207
H 5.15399 2.34810 -0.97972 0.078 0.446 0.370


[2]
115
Properties=species:S:1:pos:R:3:forces:R:3 method="wB97M-V/def2-TZVPD" smiles=COCCNCCOC.COCCNCCOC.COCCNCCOC.OCCO.OCCO.OCCO.OCCO.O e_lumo_ev=0.43 homo_energy_ha=-0.315 orbital_gap_ev=9.002
C -10.91845 2.00183 16.86664 0.337 2.212 0.773
O -9.60342 1.81904 17.31012 2.019 -1.648 -0.400
C -9.12916 2.51610 18.44901 -0.476 0.272 0.720
C -7.83555 1.92719 19.10138 -1.469 0.315 -1.813
N -8.17457 0.71597 19.82038 1.259 -0.648 0.875
C -7.05160 0.36692 20.73292 -0.300 0.699 0.324
C -7.30790 -0.79923 21.62899 -0.698 -1.588 -0.503
O -7.26537 -2.04154 20.82387 -0.347 1.633 0.840
C -8.00806 -3.09964 21.35853 0.918 -1.428 -0.386
H -11.51420 2.15517 17.76953 -0.760 -0.495 -0.225
H -11.28688 1.27654 16.14424 0.276 -0.368 0.601
H -10.92639 2.96823 16.35149 -0.382 0.172 -0.212
H -9.91389 2.45665 19.20815 -0.101 0.176 0.221
H -8.96925 3.57022 18.21061 0.078 0.157 -0.146
H -7.37481 2.65396 19.76927 -0.264 0.116 0.031
H -7.15840 1.77856 18.25599 0.444 -0.204 0.096
H -8.26386 -0.02615 19.13653 -0.102 -0.164 -0.034
H -6.93343 1.19799 21.43227 -0.054 0.274 -0.091
H -6.07230 0.28800 20.25288 0.055 -0.207 -0.324
H -8.28313 -0.71390 22.11264 -0.316 0.001 -0.381
H -6.63042 -0.91629 22.47666 0.564 0.155 -0.297
H -7.60570 -3.97348 20.84260 -0.155 -0.133 0.002
H -9.07724 -3.12827 21.14320 -0.129 0.706 0.302
H -7.73751 -3.28517 22.39945 -0.486 0.292 0.252
C -4.38465 -4.27495 14.12895 -0.607 0.411 0.035
O -5.47489 -4.82745 14.87337 1.733 -0.958 -0.128
C -6.43328 -3.90808 15.25005 -1.551 0.029 0.933
C -7.41784 -4.63944 16.20211 -0.263 -0.808 -1.100
N -6.87329 -4.75329 17.53538 0.589 0.511 0.055
C -7.56002 -5.60276 18.50849 0.694 0.110 -0.144
C -7.39090 -7.05163 18.16443 -1.262 -1.657 -0.655
O -6.05975 -7.41926 18.01611 1.120 1.538 0.156
C -5.78858 -8.71423 17.59914 -0.709 -0.811 0.184
H -3.84500 -3.48501 14.65678 -0.212 0.110 0.388
H -4.80294 -3.82628 13.22563 0.220 -0.050 -0.281
H -3.63225 -5.02365 13.88837 -0.443 -0.338 0.009
H -7.02343 -3.59657 14.38439 0.148 0.485 -0.109
H -5.97512 -3.07278 15.78556 -0.044 0.346 -0.228
H -7.50408 -5.63061 15.74438 -0.083 -0.211 -0.162
H -8.44688 -4.27670 16.18658 0.177 0.666 0.149
H -5.99065 -5.21198 17.33540 0.443 0.107 0.550
H -8.61438 -5.33132 18.56336 -0.026 -0.075 0.060
H -7.08344 -5.42926 19.47446 -0.109 0.133 0.083
H -7.94099 -7.25370 17.23889 -0.008 0.028 -0.321
H -7.82977 -7.76470 18.86965 -0.349 0.353 0.491
H -4.80251 -8.96611 17.98541 0.020 -0.117 -0.359
H -5.90229 -8.87856 16.52495 0.431 0.388 -0.233
H -6.52421 -9.41061 18.01378 0.050 -0.146 0.424
C -15.81411 1.08005 18.95908 0.838 -0.774 0.754
O -15.30996 0.12690 18.02067 -0.287 0.151 0.565
C -15.65802 0.49559 16.72273 0.505 0.853 -1.158
C -14.92360 -0.24551 15.61508 -0.251 -1.916 1.009
N -13.47483 -0.17374 15.69119 0.297 1.087 -1.132
C -12.78804 -1.06938 14.74396 -1.294 -0.134 1.020
C -11.34103 -1.19921 15.05289 1.094 -0.637 -0.442
O -11.15007 -1.84114 16.31788 -0.023 0.478 0.228
C -10.01430 -1.41301 17.08215 0.031 0.071 -0.460
H -15.44626 0.75030 19.93142 0.172 0.035 -0.016
H -16.89715 1.10508 19.09269 -0.187 -0.027 -0.687
H -15.40515 2.07495 18.77791 -0.153 0.100 -0.222
H -15.35387 1.53449 16.55795 -0.275 0.382 0.173
H -16.73764 0.41641 16.57416 -0.116 -0.048 -0.107
H -15.39432 0.02395 14.66850 0.584 0.602 -0.184
H -15.16790 -1.31333 15.68103 -0.433 -0.316 0.171
H -13.15433 -0.37593 16.62813 -0.157 -0.170 0.092
H -12.94546 -0.79629 13.69976 0.071 0.460 0.058
H -13.23723 -2.06432 14.83613 0.000 -0.357 -0.055
H -10.79934 -0.26426 14.89551 -0.035 0.230 0.709
H -10.90673 -1.83704 14.27744 0.053 -0.289 -0.067
H -9.70413 -2.18317 17.78889 -0.342 -0.328 -0.130
H -10.22065 -0.51543 17.66798 -0.071 0.091 -0.201
H -9.16474 -1.23221 16.42221 0.046 0.185 0.021
O -3.78538 -1.19058 18.88537 0.469 0.589 0.134
C -2.76586 -0.24179 18.55008 0.188 0.552 1.105
C -2.79446 1.06159 19.35229 -0.018 -0.081 -0.447
O -3.74948 1.99694 18.83764 0.081 -0.502 0.467
H -4.68180 -0.93013 18.64916 -0.151 0.071 -0.349
H -1.83501 -0.72108 18.85558 0.057 -0.215 -0.325
H -2.71292 0.01423 17.49040 -0.182 -0.317 -0.192
H -1.81474 1.54289 19.30888 0.265 -0.221 -0.102
H -2.94907 0.83397 20.40718 -0.555 0.193 -0.034
H -3.37794 2.23688 17.98390 -0.332 0.279 -0.132
O -6.45751 2.30117 15.26069 -0.111 0.127 0.128
C -5.80270 1.24185 14.60622 0.367 0.475 -0.664
C -5.69705 -0.00417 15.45145 0.472 -0.174 -0.260
O -6.95041 -0.41234 15.92684 -0.252 0.169 -0.227
H -7.38242 2.04842 15.34299 -0.126 -0.019 0.278
H -6.22922 1.09565 13.60989 -0.526 -0.543 0.114
H -4.81414 1.61425 14.32811 0.272 -0.118 0.456
H -5.01728 0.18050 16.28811 0.031 0.211 0.132
H -5.25015 -0.81675 14.87012 0.209 0.026 -0.276
H -6.75977 -0.95663 16.69913 -0.415 -0.087 0.504
O -4.36975 -5.60240 21.70122 0.850 0.473 -0.277
C -4.85112 -4.25934 21.52794 -0.871 -0.261 0.372
C -3.80344 -3.17996 21.72369 0.510 -1.739 -0.389
O -3.26046 -3.34009 23.01277 0.193 0.810 0.675
H -5.14212 -6.16697 21.77476 0.041 -0.037 0.001
H -5.32090 -4.18410 20.54511 -0.130 0.279 -0.054
H -5.56861 -4.13671 22.34193 -0.379 0.430 -0.245
H -4.22993 -2.18554 21.60164 -0.086 -0.086 0.147
H -3.03002 -3.32348 20.96501 0.128 0.266 -0.130
H -2.64526 -4.07662 23.03470 -0.117 -0.112 -0.221
O -2.24928 -3.16584 17.99354 0.139 -0.405 -0.168
C -3.01775 -4.35146 17.94441 -0.186 0.423 0.058
C -2.42759 -5.35301 17.00573 0.711 -1.422 -0.232
O -1.22035 -5.99909 17.45048 -0.032 0.384 0.018
H -2.81038 -2.47716 18.38132 -0.203 -0.219 -0.059
H -3.15999 -4.76751 18.94601 0.287 -0.325 0.147
H -4.04240 -4.17045 17.60581 -0.110 0.339 -0.263
H -2.15338 -4.96512 16.02506 -0.116 0.547 0.183
H -3.15175 -6.14482 16.79754 -0.380 0.082 0.103
H -1.43036 -6.62826 18.14525 -0.120 0.081 0.076
O -6.55336 -1.94197 18.24128 0.169 0.512 -0.411
H -6.77798 -2.05003 19.17936 -0.136 0.129 0.274
H -6.70409 -2.81731 17.85369 0.155 -0.632 0.125